# C19H41BN6Si4TeZn

C19H41BN6Si4TeZn as an isolated structure (the ωB97M-V functional and the def2-TZVPD basis, OMol25).

## Properties
* frontier orbital gap (alpha / beta): 4.209 / 7.191 eV
* strongest force on any atom: 2.1 eV/Å
* charge: 0
* HOMO level (alpha / beta): -0.1714 / -0.2504 Eh

```
73
Properties=species:S:1:pos:R:3:forces:R:3:lowdin_charge:R:1
H -1.194007 -4.776875 1.842581 -0.1 0.2 -0.2 0.102
N -2.179017 -4.088379 0.069225 1.0 -1.0 -0.5 -0.102
B -3.077442 -3.977221 -2.386711 0.4 -0.1 -1.3 -0.519
N -2.128936 -4.479381 -1.258284 0.4 -0.1 1.7 0.003
C -1.292674 -5.539357 -1.355233 -0.4 0.5 0.5 -0.052
Zn -3.294782 -2.658823 0.820744 0.1 0.3 0.6 0.564
H -1.123539 -6.054997 -2.290267 -0.1 0.2 0.0 0.130
C -0.784065 -5.823760 -0.094258 0.0 0.1 0.1 -0.059
H -0.118045 -6.623020 0.169647 0.1 0.0 -0.1 0.093
C -1.336882 -4.881517 0.775272 -0.7 -0.1 -1.5 -0.139
H -3.872496 -4.849826 -2.634765 0.1 -0.1 0.0 0.112
C -0.754308 1.178041 -1.229310 -1.3 -0.7 -0.6 -0.524
H -0.771564 2.270954 -1.131572 0.0 -0.4 0.1 -0.003
H -1.675654 0.823574 -1.719047 0.4 0.4 -0.2 -0.017
H 0.120396 0.807370 -1.774341 -0.4 0.2 0.2 -0.006
N -2.214025 -3.746733 -3.675310 0.5 0.7 -0.1 -0.080
N -3.889435 -2.674935 -2.120932 -0.9 0.9 1.2 0.000
N -1.274715 -2.735921 -3.755382 -0.2 -0.6 -0.3 0.063
N -4.111431 -2.104879 -0.881046 -0.4 0.6 -1.2 -0.103
C -2.259498 -4.442729 -4.838117 0.6 0.6 -0.1 -0.114
C -4.707604 -2.074816 -3.016853 0.4 0.0 0.8 -0.052
H -2.946233 -5.267956 -4.950559 0.1 0.0 -0.1 0.109
H -4.749601 -2.388424 -4.050316 0.2 0.0 0.1 0.132
C -1.323282 -3.887074 -5.706627 -0.3 0.0 0.7 -0.090
C -5.425595 -1.081448 -2.363711 0.0 0.1 0.1 -0.060
C -0.729147 -2.824436 -4.978309 -1.1 -0.8 0.6 -0.169
C -5.017434 -1.107026 -1.028373 0.6 -1.3 -0.9 -0.142
H -1.102319 -4.199790 -6.705746 0.0 -0.1 -0.2 0.074
H -6.171375 -0.433606 -2.783194 0.0 0.1 -0.2 0.093
H 0.051605 -2.155767 -5.319599 -0.2 0.0 0.3 0.091
H -5.342659 -0.498113 -0.193405 0.2 -0.2 -0.1 0.104
H 1.191228 1.836418 -0.359495 0.6 0.5 -1.3 -0.128
C 3.394334 1.614824 -1.853927 0.0 -0.3 0.0 -0.185
Si 2.608060 2.684422 -0.536888 -0.8 -0.5 0.5 0.419
C 3.935174 3.156902 0.702641 0.4 0.2 0.0 -0.214
C 1.912582 4.250968 -1.290494 -0.2 0.1 0.0 -0.191
Si 1.027235 1.539384 1.302355 1.1 0.5 1.8 0.109
Te -0.966989 0.162738 0.674672 0.3 0.1 -0.5 0.782
Si 2.384349 0.277446 2.703380 -0.6 0.3 -0.3 0.308
C 3.513654 1.358831 3.755715 0.2 -0.1 0.1 -0.208
C 1.271192 -0.715437 3.853350 0.2 -0.3 0.2 -0.227
C 3.373809 -0.888537 1.612149 0.2 -0.3 0.2 -0.222
Si 0.063221 3.272583 2.507237 0.4 -0.4 -0.4 0.305
C 1.379658 4.527376 3.005128 -0.2 0.3 0.2 -0.219
C -1.284593 4.125074 1.511051 -0.1 0.2 0.1 -0.221
C -0.689655 2.486776 4.042485 -0.2 0.3 0.2 -0.225
H 3.854438 2.260823 -2.614685 -0.1 -0.2 0.2 0.039
H 2.647180 0.976549 -2.340238 0.2 0.1 0.0 0.030
H 4.172482 0.973130 -1.423463 -0.1 0.1 -0.2 0.027
H 4.550194 3.915252 0.190512 0.1 -0.1 0.1 0.041
H 3.573836 3.599623 1.637817 0.0 -0.1 -0.3 0.007
H 4.588877 2.310011 0.951497 -0.2 0.1 -0.1 0.027
H 1.095537 4.040769 -1.995772 0.2 0.1 0.2 0.036
H 1.556397 4.966987 -0.537196 0.1 -0.1 -0.2 0.025
H 2.741223 4.712261 -1.848684 -0.2 0.0 0.1 0.038
H 2.959436 2.078006 4.372223 0.0 -0.2 -0.1 0.019
H 4.055922 0.689889 4.439611 0.0 0.2 -0.1 0.034
H 4.257792 1.909202 3.168779 -0.2 -0.1 0.1 0.011
H 0.522638 -1.296780 3.299467 0.2 0.1 0.1 0.012
H 1.910612 -1.420349 4.405135 -0.2 0.0 0.0 0.030
H 0.745218 -0.090869 4.586344 0.2 -0.1 -0.2 0.016
H 2.711129 -1.540974 1.026884 0.1 0.2 0.1 0.034
H 4.038260 -0.360469 0.915618 -0.1 -0.1 0.2 0.014
H 3.992472 -1.527551 2.259225 0.0 0.0 -0.2 0.031
H 1.865913 4.999781 2.141750 -0.2 -0.1 0.2 0.017
H 0.863282 5.317071 3.571100 0.2 0.0 0.0 0.033
H 2.156626 4.105383 3.655462 -0.2 0.0 -0.2 0.017
H -2.040976 3.419675 1.142502 0.2 0.1 0.1 0.018
H -1.784950 4.842906 2.179116 0.0 -0.1 -0.2 0.032
H -0.878159 4.681914 0.655763 -0.1 -0.1 0.2 0.022
H -1.423181 1.709077 3.793898 0.2 0.2 0.0 0.025
H 0.062640 2.050778 4.712378 -0.1 0.2 -0.2 0.016
H -1.212333 3.285009 4.589397 0.0 -0.2 0.1 0.031
```
Forces are in eV/Å.

=====

# C3H3Br

One molecule with the formula C3H3Br (the ωB97M-V functional and the def2-TZVPD basis, OMol25).

## Properties
* frontier orbital gap (alpha / beta): 7.306 / 7.304 eV
* strongest force on any atom: 7.2 eV/Å
* SMILES: CC#CBr
* charge: 0
* HOMO level (alpha / beta): -0.2932 / -0.2931 Eh

```
7
Properties=species:S:1:pos:R:3:forces:R:3:nbo_charge:R:1
C 0.916108 -0.472739 0.258219 0.3 0.5 -0.1 -0.827
C 0.098566 0.713400 0.286092 -6.2 1.1 -0.3 0.128
C -1.750809 0.714357 0.241566 6.8 -1.1 2.0 -0.258
Br -2.651125 1.270655 -1.169534 -0.6 0.6 -1.6 0.185
H 1.769550 -0.390712 0.967739 -0.4 -0.3 -0.8 0.249
H 1.220066 -0.443011 -0.805741 0.6 0.5 0.1 0.292
H 0.397644 -1.391950 0.221660 -0.5 -1.3 0.7 0.231
```
Forces are in eV/Å.

=====

# C7H16NO3P

One molecule with the formula C7H16NO3P (the ωB97M-V functional and the def2-TZVPD basis, OMol25).

## Properties
* frontier orbital gap: 10.383 eV
* strongest force on any atom: 4.0 eV/Å
* SMILES: CC1(C)CO[P@@](=O)(C(C)(C)O)N1
* charge: 0
* HOMO level: -0.3592 Eh

```
28
Properties=species:S:1:pos:R:3:forces:R:3:nbo_charge:R:1
C 2.544359 0.319061 0.223453 -1.6 -1.4 2.9 -0.606
C 1.274572 0.148248 1.117439 0.4 0.0 -0.5 0.113
C 1.562029 -0.453688 2.502864 0.8 0.3 -1.1 -0.633
C 0.529533 1.510620 1.373681 -0.6 0.2 1.5 -0.066
O -0.870459 1.279848 1.114991 -0.5 -1.3 -0.6 -0.792
P -1.247749 -0.246259 0.640170 -0.5 -1.5 -0.2 2.239
O -2.137734 -1.131084 1.468037 1.4 1.3 0.0 -1.093
C -2.145500 -0.274717 -0.977962 -1.1 0.6 0.3 -0.077
C -1.951890 0.916279 -1.864013 0.0 -2.1 -2.7 -0.605
C -1.877645 -1.554561 -1.723592 3.5 -0.6 1.9 -0.626
O -3.545850 -0.162287 -0.640796 -0.2 0.3 -0.7 -0.752
N 0.349448 -0.767522 0.323251 -0.3 1.2 1.5 -0.995
H 3.320338 0.375867 0.952533 1.2 0.9 -0.2 0.211
H 2.356315 1.074177 -0.457232 0.3 1.8 -1.2 0.216
H 2.642758 -0.592027 -0.294204 0.4 -1.1 -0.8 0.213
H 2.014505 -1.417890 2.415108 -0.2 -1.0 -0.1 0.210
H 0.690334 -0.422515 3.087782 -1.4 -0.6 0.7 0.224
H 2.268585 0.076587 3.106112 0.7 1.0 0.0 0.215
H 0.543113 1.817707 2.502689 0.4 -0.6 -2.0 0.194
H 0.850970 2.406769 0.791135 -0.1 -1.0 0.1 0.198
H -2.201764 1.698575 -1.273056 -0.8 3.0 1.2 0.219
H -2.558524 0.881031 -2.856408 0.8 -0.1 1.9 0.215
H -0.923551 0.940438 -2.140019 1.0 0.4 -0.3 0.203
H -0.747476 -1.720707 -2.006182 -2.2 0.6 0.4 0.215
H -2.504166 -1.541439 -2.528245 -1.4 -0.1 -2.5 0.219
H -2.165530 -2.362375 -1.079673 -0.1 -0.7 0.3 0.221
H -3.865546 -0.683527 0.101253 0.8 -0.4 0.2 0.501
H 0.610769 -1.767479 0.443780 -0.6 1.1 0.0 0.419
```
Forces are in eV/Å.

=====

# C22H39ClN2O26P3S5

A 6-piece molecular cluster, C22H39ClN2O26P3S5 overall (the ωB97M-V functional and the def2-TZVPD basis, OMol25).

## Properties
* frontier orbital gap: 6.608 eV
* strongest force on any atom: 1.9 eV/Å
* charge: +1
* HOMO level: -0.4133 Eh

```
98
Properties=species:S:1:pos:R:3:forces:R:3:lowdin_charge:R:1
C 0.383373 -4.932364 3.154453 0.1 0.5 0.2 -0.142
C -0.534577 -3.974140 2.358687 0.2 0.1 0.1 -0.395
P -0.902782 -2.566534 3.494674 -0.5 -0.7 0.8 1.004
C 0.720767 -1.936397 4.103591 -0.6 0.2 -0.8 -0.249
C -1.676578 -1.164102 2.541023 0.7 0.0 -0.4 -0.243
C -1.238674 -0.634813 1.297382 -0.6 0.0 0.0 -0.065
C -0.018258 -1.167067 0.606646 -0.7 -0.1 -0.5 -0.556
O 0.995358 -1.394309 1.153151 1.1 -0.2 0.7 0.176
O -0.157137 -1.347221 -0.751583 -0.4 0.5 -0.8 -0.236
P 0.623504 -0.118154 -1.600015 0.7 1.2 1.0 0.581
O 1.585465 -0.848322 -2.638393 -0.5 -0.4 -0.3 -0.267
Cl -0.837199 0.660008 -2.852437 0.0 -0.8 0.1 0.311
C -1.907987 0.412161 0.695717 0.2 -0.7 0.6 0.075
C -3.029212 0.959553 1.329371 -0.7 1.0 -1.4 -0.266
N -3.742168 2.020922 0.817533 0.8 -0.1 1.7 0.124
C -3.308940 3.197272 1.216845 -0.1 -0.2 -0.8 -0.301
C -3.870954 3.895557 2.394181 -0.4 0.2 -0.2 0.004
C -2.185152 3.866588 0.487310 -0.2 0.3 0.8 0.008
N -3.431394 0.451730 2.502843 0.5 -0.4 -0.3 0.182
C -2.785067 -0.571975 3.108445 0.2 -0.7 0.3 -0.211
P -3.543531 -0.974894 4.732579 -0.2 1.5 0.9 0.430
O -4.450208 0.147362 4.998588 -0.5 0.0 -0.6 -0.257
O -4.239516 -2.389252 4.745208 0.4 0.0 -0.3 -0.082
O -2.336487 -0.940639 5.754065 -0.2 -0.7 -0.2 -0.110
H 1.419933 -4.834291 2.846830 0.1 -0.1 -0.1 0.060
H 0.060462 -5.964288 3.071804 0.0 -0.1 -0.1 0.077
H 0.381427 -4.674586 4.215678 -0.1 -0.2 0.1 0.059
H -0.078192 -3.682799 1.416752 0.0 -0.2 -0.1 0.059
H -1.467261 -4.503526 2.179214 -0.2 0.2 -0.2 0.067
H 1.548883 -2.509592 3.698816 0.1 0.0 0.0 0.052
H 0.723563 -1.993768 5.175867 -0.1 -0.1 0.2 0.001
H 0.836879 -0.898608 3.803042 0.2 0.1 0.1 0.050
H 2.495368 -0.828242 -2.310388 0.1 0.0 -0.1 0.079
H -1.570312 0.824935 -0.239647 -0.2 0.1 -0.1 0.067
H -3.901718 4.971001 2.232200 -0.1 0.1 0.1 0.098
H -4.835584 3.499331 2.693354 -0.1 0.0 -0.1 0.096
H -3.181232 3.728385 3.232384 0.2 0.0 -0.1 0.124
H -2.082183 4.886743 0.847357 0.1 0.2 -0.3 0.088
H -1.248923 3.360659 0.742285 0.0 -0.2 -0.1 0.104
H -2.356036 3.803272 -0.581874 0.1 0.0 -0.1 0.102
H -4.247999 0.855375 2.965698 0.0 -0.1 0.2 0.160
H -4.282339 -2.792377 3.868658 0.0 -0.3 0.1 0.097
H -2.549076 -1.422407 6.567597 0.3 0.0 0.1 0.113
C 5.338909 -6.153912 1.586828 -0.3 0.1 -0.3 -0.162
C 6.171336 -4.891887 1.660770 0.4 -0.2 0.0 -0.162
O 5.657761 -4.194483 2.804420 -0.4 -0.1 -0.1 -0.190
S 5.171649 -5.254927 3.905524 0.1 0.0 -0.3 0.597
O 6.198759 -5.422481 4.863726 -0.1 -0.1 0.2 -0.204
O 3.840541 -4.933397 4.276005 0.0 0.2 0.1 -0.225
O 5.151349 -6.541862 2.952542 0.2 0.1 0.1 -0.183
H 4.358235 -5.961177 1.146183 0.0 0.0 0.0 0.131
H 5.833095 -6.948824 1.035469 0.0 -0.1 0.2 0.138
H 6.080611 -4.276225 0.770616 -0.1 0.2 0.1 0.134
H 7.224136 -5.117086 1.841399 0.0 0.0 0.0 0.136
C 0.167850 2.116060 -6.040552 -0.4 0.3 0.1 -0.187
C -0.473394 1.709769 -7.350813 0.1 -0.5 0.0 -0.158
O 0.067584 2.630756 -8.306522 0.0 0.3 0.3 -0.183
S 1.565890 3.021208 -7.892296 -0.3 -0.2 0.1 0.604
O 2.475448 2.221730 -8.623205 0.2 0.1 0.0 -0.204
O 1.663160 4.434136 -7.862035 0.1 0.2 -0.2 -0.218
O 1.509355 2.473076 -6.385202 0.0 -0.2 -0.2 -0.186
H -0.322703 2.995056 -5.614925 0.0 0.0 0.0 0.134
H 0.168990 1.313489 -5.308996 0.3 0.0 -0.1 0.072
H -1.557217 1.778373 -7.328594 0.0 0.2 -0.2 0.137
H -0.179949 0.699497 -7.643503 0.0 0.0 0.0 0.137
C 4.841654 -1.841678 8.424193 0.1 0.4 0.1 -0.150
C 3.697188 -1.819012 9.414319 0.1 -0.4 0.2 -0.153
O 2.533162 -1.584519 8.603718 0.2 0.3 -0.2 -0.185
S 2.734321 -2.270340 7.173926 0.5 0.0 0.5 0.592
O 2.084774 -3.529628 7.175752 -0.2 0.0 -0.3 -0.210
O 2.474776 -1.300163 6.169425 0.0 0.1 0.2 -0.240
O 4.307109 -2.512109 7.272663 -0.2 -0.1 0.2 -0.180
H 5.135313 -0.832946 8.128319 0.0 0.0 0.0 0.135
H 5.709481 -2.375688 8.800016 0.0 -0.2 -0.2 0.140
H 3.801964 -1.037433 10.160755 -0.2 0.1 -0.1 0.138
H 3.578380 -2.783455 9.911329 0.0 0.0 0.0 0.137
C -3.854314 -1.628412 -2.465792 0.1 0.4 -0.1 -0.188
C -4.897720 -1.449014 -1.383475 0.1 -0.4 0.3 -0.178
O -6.140270 -1.440548 -2.084310 0.2 0.2 -0.2 -0.181
S -6.044267 -2.405672 -3.368771 0.2 0.1 0.1 0.612
O -6.592871 -3.666523 -3.038673 0.0 -0.1 -0.1 -0.203
O -6.459812 -1.673471 -4.504280 -0.1 0.0 0.0 -0.203
O -4.441460 -2.545034 -3.388567 -0.2 -0.1 0.3 -0.181
H -3.659719 -0.689291 -2.988751 0.0 0.0 0.0 0.111
H -2.919004 -2.029125 -2.080120 0.0 -0.2 -0.1 0.123
H -4.770625 -0.522178 -0.827401 -0.2 0.1 -0.1 0.120
H -4.900754 -2.293923 -0.689119 0.1 0.0 0.0 0.133
C 0.394722 8.042847 -10.118163 0.2 0.1 -0.4 -0.162
C 1.695044 7.607245 -9.479897 -0.2 -0.4 0.4 -0.162
O 2.294558 8.828453 -9.022759 -0.2 0.2 -0.3 -0.186
S 1.148491 9.856347 -8.582703 0.0 -0.4 -0.2 0.598
O 0.974899 9.782956 -7.177360 -0.1 0.2 0.1 -0.222
O 1.372460 11.087320 -9.243834 0.1 0.2 0.1 -0.213
O -0.083820 9.099206 -9.276067 0.1 -0.1 0.2 -0.189
H 0.555572 8.447456 -11.119439 0.0 0.0 0.0 0.134
H -0.334946 7.239262 -10.166367 -0.1 0.1 0.2 0.134
H 2.355048 7.099408 -10.176979 0.2 0.2 0.0 0.138
H 1.520964 6.966585 -8.613923 0.0 -0.1 -0.1 0.115
```
Forces are in eV/Å.

=====

# C10H30GeN3O8P3Se3TeW

C10H30GeN3O8P3Se3TeW as an isolated structure (the ωB97M-V functional and the def2-TZVPD basis, OMol25).

## Properties
* frontier orbital gap (alpha / beta): 4.909 / 5.245 eV
* strongest force on any atom: 0.9 eV/Å
* charge: -2
* multiplicity: 3
* HOMO level (alpha / beta): -0.0318 / -0.0442 Eh

```
60
Properties=species:S:1:pos:R:3:forces:R:3:lowdin_spin:R:1
W -1.690520 0.033627 -0.910395 0.1 -0.6 0.1 1.017
Se -1.084604 2.331116 -0.035791 0.1 0.0 -0.1 0.582
Se -2.980227 -0.878639 0.891984 0.3 0.3 -0.4 -0.089
Te -4.215809 1.021962 -1.511149 -0.3 -0.1 0.1 -0.009
Se -2.589697 2.572151 -2.681313 0.2 0.1 -0.1 0.344
O -2.606607 -3.795144 -0.708983 0.1 0.0 0.0 -0.002
P -1.583303 -3.142693 -1.748167 -0.1 0.0 0.3 0.003
O -1.249707 -4.086798 -2.817653 -0.2 0.0 -0.1 0.000
O -2.102357 -1.740202 -2.088434 0.3 0.4 0.0 0.024
O -0.318329 -2.817735 -0.771053 0.4 -0.4 -0.2 0.006
P 0.915853 -1.902527 -1.286296 0.1 0.1 0.5 0.003
O 1.820843 -1.837908 0.029626 -0.3 -0.2 0.0 0.000
O 1.642169 -2.450998 -2.433640 0.1 0.1 0.0 0.001
O 0.291954 -0.492382 -1.388939 -0.8 0.3 0.1 0.024
H -2.869297 -3.112144 -0.059151 0.0 0.1 0.0 -0.003
H 1.261279 -1.401131 0.723568 0.2 0.0 0.0 0.000
C -1.043038 1.532404 3.478866 0.0 0.0 0.0 0.013
N 0.411127 1.607024 3.394154 0.1 0.0 0.0 0.005
C 0.989274 2.786580 3.989046 0.0 0.1 0.0 0.000
P 1.271870 0.389100 2.680143 -0.1 0.1 -0.2 0.005
O 0.399712 -0.388244 1.770080 0.2 -0.2 0.3 0.015
N 2.617686 1.140810 2.050251 -0.1 -0.1 0.1 0.000
C 2.333290 2.140350 1.016131 0.0 0.0 0.0 0.012
C 3.780826 0.326676 1.700686 0.0 0.0 0.0 0.000
N 1.946664 -0.628306 3.838282 -0.1 0.1 0.0 0.000
C 1.112423 -1.740189 4.268310 0.1 -0.1 0.0 0.000
C 2.681501 -0.018074 4.925887 0.0 0.0 0.0 0.000
H -1.490125 2.415576 3.017625 0.0 0.0 0.0 0.005
H -1.358542 1.475867 4.528842 0.0 0.0 0.0 0.000
H -1.413132 0.665762 2.934571 0.0 0.0 0.0 0.001
H 0.546168 3.685998 3.545623 0.0 0.0 0.0 0.000
H 2.063399 2.814997 3.815540 0.0 0.0 0.0 0.000
H 0.806295 2.822999 5.071506 0.0 0.0 0.0 0.000
H 1.449865 2.721399 1.270702 0.0 0.0 0.0 0.011
H 2.130825 1.667982 0.050074 0.0 0.0 0.0 0.002
H 3.195376 2.807205 0.924366 0.0 0.0 0.0 0.001
H 3.896471 -0.492357 2.406015 0.0 0.0 0.0 0.000
H 4.674967 0.957053 1.731952 0.0 0.0 0.0 0.000
H 3.679319 -0.104743 0.700870 0.0 0.0 0.0 0.000
H 0.486372 -2.069795 3.443226 0.0 0.0 0.0 0.000
H 0.467270 -1.458696 5.112463 0.0 0.0 0.0 0.000
H 1.746639 -2.573115 4.585602 0.0 0.0 0.0 0.000
H 3.268917 0.822295 4.558725 0.0 0.0 0.0 0.000
H 3.366528 -0.750133 5.365097 0.0 0.0 0.0 0.000
H 2.016817 0.342972 5.724555 0.0 0.0 0.0 0.000
C -2.151721 1.367813 -6.005627 0.1 -0.1 0.0 0.008
Ge -1.935857 0.004521 -4.569768 0.0 -0.1 -0.2 0.004
C -0.398969 -1.095257 -5.095573 -0.1 0.1 0.0 0.001
C -3.598422 -1.029109 -4.730545 0.1 0.1 0.0 0.000
C -1.514306 0.963697 -2.916347 -0.3 0.0 -0.1 0.005
H -2.340992 0.864494 -6.957084 0.0 0.0 0.0 0.000
H -1.256913 1.984321 -6.113139 0.0 0.0 0.0 0.000
H -2.992808 2.025119 -5.783082 0.0 0.0 0.0 0.007
H -0.624643 -1.591425 -6.042487 0.0 0.0 0.0 0.000
H -0.156655 -1.849952 -4.348572 0.0 0.0 0.0 0.000
H 0.477433 -0.459798 -5.237946 0.0 0.0 0.0 0.000
H -3.689296 -1.326337 -5.779573 0.0 0.0 0.0 0.000
H -4.455533 -0.414114 -4.458702 0.0 0.0 0.0 0.000
H -3.575721 -1.909278 -4.093789 0.0 0.0 0.0 0.000
H -0.461981 1.265373 -2.971171 -0.1 0.1 0.0 0.000
```
Forces are in eV/Å.